#a
DFT (ωB97M-V with the def2-TZVPD basis set) results for C4H6N2O2 as an isolated structure.

Summary:
E_HOMO   -8.59 eV

Geometry as XYZ:
```
14
C4H6N2O2 (ωB97M-V with the def2-TZVPD basis set)
C -0.041 -1.316 0.762
H -0.814 -2.034 0.667
C -0.010 0.815 0.256
H 2.647 0.415 1.446
O -2.502 0.195 0.365
H -0.622 0.541 -2.101
C -1.497 0.265 -0.305
H 2.786 -0.535 0.122
H -0.312 1.297 1.195
C 0.990 -0.659 0.976
N 2.307 -0.436 1.016
N -1.427 0.134 -1.646
H -2.277 0.021 -2.174
O 0.770 1.297 -0.577
```



#b
DFT (ωB97M-V with the def2-TZVPD basis set) results for a single C4H6N2O2 molecule.

Summary:
E_HOMO   -8.66 eV
SMILES string   C1=NOC2(CNC2)O1

Geometry as XYZ:
```
14
C4H6N2O2 (ωB97M-V with the def2-TZVPD basis set)
H -1.650 1.443 0.665
H 0.034 2.623 -0.626
N 0.034 -1.694 1.799
N -0.185 1.580 -0.989
H -1.907 0.184 -0.701
C 0.149 -0.154 0.091
C 1.028 0.820 -0.664
C -0.001 -2.223 0.703
O 0.249 -1.280 -0.417
C -1.103 0.896 -0.216
H 1.645 1.144 -0.033
H 1.417 0.322 -1.769
O 0.419 -0.306 1.528
H -0.129 -3.354 0.627
```



The structure shown above that is least stable: #b.